# H40O20

A cluster of 20 separate species, H40O20 in total at a distorted geometry (ωB97M-V with the def2-TZVPD basis set, OMol25).

## Properties
LUMO level = -0.01027 Ha
E_HOMO = -10.4220 eV
Kohn-Sham gap = 10.14 eV
Energy above the lowest of the compared OMol25 structures with the same formula, charge and spin = 171.4 kcal/mol

Each line ends with the Mulliken charge.
Element x y z (Å)
O -1.226 -3.861 3.412  -0.6231
H -1.735 -4.701 3.383  0.3189
H -0.283 -4.020 3.856  0.3128
O -0.595 3.438 -0.247  -0.6485
H -0.596 2.573 -0.726  0.2813
H 0.202 3.320 0.232  0.2983
O 2.581 2.208 4.605  -0.6309
H 1.833 2.218 5.169  0.2816
H 2.769 3.248 4.658  0.3236
O 0.873 -1.937 -1.569  -0.5990
H 1.567 -1.154 -1.858  0.3130
H 0.249 -1.892 -2.327  0.2962
O -0.976 0.276 1.036  -0.5459
H -0.101 -0.118 1.077  0.2699
H -0.750 1.124 1.256  0.2774
O 2.874 0.786 -1.858  -0.5825
H 3.385 1.464 -2.237  0.2170
H 3.135 0.571 -0.923  0.2857
O 5.725 0.668 -0.572  -0.6295
H 5.470 0.069 0.134  0.3000
H 5.706 0.460 -1.473  0.3031
O -3.475 -0.787 -3.576  -0.6128
H -2.649 -0.821 -3.203  0.3372
H -3.639 0.091 -4.014  0.2859
O -3.890 2.081 0.649  -0.5215
H -4.387 2.832 0.821  0.2553
H -3.011 2.492 0.882  0.3094
O 1.953 3.502 -1.691  -0.5535
H 1.446 2.941 -2.332  0.3076
H 2.787 3.698 -2.158  0.2644
O -5.603 -1.030 0.429  -0.6925
H -5.011 -0.282 0.352  0.3067
H -6.134 -1.114 -0.410  0.3238
O 1.870 -4.997 -1.206  -0.6057
H 2.269 -4.188 -0.989  0.2990
H 2.459 -5.420 -1.854  0.3023
O -1.075 1.158 -6.127  -0.6411
H -0.064 1.247 -6.254  0.3156
H -1.277 1.245 -5.235  0.3250
O -1.651 -1.586 -0.968  -0.3468
H -2.431 -2.066 -0.789  0.1930
H -1.066 -2.093 -0.440  0.2218
O 3.775 -1.455 0.043  -0.6333
H 2.865 -1.056 0.324  0.2537
H 4.171 -1.642 1.005  0.3645
O 2.686 0.735 2.237  -0.5189
H 2.400 0.680 3.124  0.2728
H 3.326 1.450 2.408  0.2581
O 0.112 0.720 4.673  -0.5760
H -0.687 0.828 4.232  0.2929
H 0.108 0.409 5.598  0.2992
O -1.922 1.081 -2.278  -0.6473
H -1.891 0.668 -1.300  0.2352
H -2.777 1.483 -2.179  0.3330
O -4.438 -3.194 1.400  -0.6223
H -5.139 -2.621 1.083  0.4183
H -3.801 -2.646 1.634  0.2340
O 0.995 1.259 0.367  -0.2784
H 0.815 0.547 -0.089  0.3176
H 1.876 1.113 0.801  0.1044

# C66H62N6OP2PtS4

A structure of composition C66H62N6OP2PtS4 at a distorted geometry (ωB97M-V with the def2-TZVPD basis set, OMol25).

## Properties
LUMO level (spin up / spin down) = -0.14506 / -0.23565 Ha
⟨S²⟩ = 6.021
E_HOMO (spin up / spin down) = -11.4839 / -12.2947 eV
Kohn-Sham gap (spin up / spin down) = 7.54 / 5.88 eV
Net charge = +2
2S+1 = 5
Energy above the lowest of the compared OMol25 structures with the same formula, charge and spin = 1.6 kcal/mol

Each line ends with the Löwdin spin population.
Element x y z (Å)
Pt -0.823 0.984 0.324  1.4087
N -1.997 3.584 -0.863  0.0377
P -0.349 3.204 -0.774  0.1813
C 0.425 4.758 -0.270  0.0390
C 1.164 4.794 0.911  0.0023
C 1.691 5.998 1.364  -0.0002
C 1.467 7.163 0.643  -0.0012
C 0.717 7.132 -0.529  0.0028
C 0.196 5.932 -0.990  0.0088
C 0.138 2.892 -2.494  0.0196
C 1.167 3.587 -3.120  0.0101
C 1.595 3.201 -4.387  0.0005
C 1.008 2.118 -5.019  0.0086
C -0.033 1.429 -4.403  -0.0003
C -0.463 1.812 -3.147  0.0165
P -2.919 2.390 -0.091  0.1602
C -3.402 3.155 1.493  0.0431
C -4.600 2.770 2.095  0.0017
C -4.937 3.256 3.351  0.0104
C -4.077 4.122 4.016  0.0009
C -2.881 4.505 3.424  0.0152
C -2.536 4.016 2.169  0.0363
C -4.469 2.453 -1.035  0.0389
C -5.107 1.297 -1.477  0.0013
C -6.298 1.393 -2.189  0.0000
C -6.837 2.638 -2.472  -0.0010
C -6.199 3.794 -2.034  0.0030
C -5.023 3.707 -1.307  0.0090
H -2.386 4.200 -1.562  0.0005
H 1.308 3.879 1.481  0.0016
H 2.265 6.031 2.283  0.0000
H 1.871 8.103 0.997  -0.0001
H 0.535 8.046 -1.081  0.0005
H -0.381 5.911 -1.908  0.0006
H 1.644 4.422 -2.623  0.0007
H 2.390 3.751 -4.877  0.0000
H 1.362 1.806 -5.995  0.0005
H -0.500 0.589 -4.905  -0.0002
H -1.259 1.261 -2.657  0.0080
H -5.271 2.090 1.579  -0.0002
H -5.873 2.962 3.812  0.0006
H -4.342 4.499 4.996  -0.0001
H -2.213 5.184 3.940  0.0003
H -1.602 4.319 1.713  0.0022
H -4.664 0.332 -1.276  0.0004
H -6.800 0.494 -2.526  0.0000
H -7.762 2.711 -3.032  0.0000
H -6.626 4.764 -2.252  0.0005
H -4.558 4.612 -0.929  0.0007
N 1.214 0.947 -0.622  0.1607
S 2.589 0.560 -0.294  0.0316
N 3.059 -0.912 -0.839  0.0022
S 3.013 -2.285 -0.147  0.0029
N 1.759 -2.824 0.563  0.0032
S 0.183 -2.419 0.279  0.0162
N -0.230 -1.080 0.621  0.1038
C -0.557 -3.640 1.355  0.0038
C -0.617 -3.264 2.692  0.0012
C -1.193 -4.125 3.610  0.0001
C -1.721 -5.342 3.189  0.0000
C -1.690 -5.689 1.847  0.0004
C -1.107 -4.836 0.915  0.0008
C -0.108 -2.992 -1.377  0.0008
C -0.925 -2.213 -2.180  0.0014
C -1.169 -2.635 -3.481  0.0001
C -0.613 -3.819 -3.947  0.0001
C 0.189 -4.602 -3.121  0.0000
C 0.453 -4.189 -1.825  0.0004
C 3.511 -3.345 -1.464  0.0001
C 4.003 -4.600 -1.131  0.0003
C 4.335 -5.471 -2.154  -0.0001
C 4.170 -5.082 -3.480  0.0003
C 3.670 -3.823 -3.790  0.0000
C 3.331 -2.939 -2.778  0.0003
C 4.286 -2.461 1.064  0.0003
C 5.524 -1.906 0.757  0.0003
C 6.534 -1.988 1.698  0.0000
C 6.297 -2.610 2.921  0.0003
C 5.050 -3.144 3.215  0.0000
C 4.025 -3.073 2.283  0.0005
C 3.737 1.572 -1.199  0.0097
C 3.802 2.912 -0.838  0.0033
C 4.565 3.778 -1.602  0.0000
C 5.236 3.308 -2.727  0.0033
C 5.165 1.966 -3.074  -0.0001
C 4.412 1.084 -2.308  0.0040
C 3.142 0.646 1.403  0.0046
C 2.278 0.149 2.372  0.0157
C 2.664 0.205 3.703  0.0057
C 3.893 0.751 4.052  -0.0005
C 4.750 1.235 3.073  0.0017
C 4.382 1.182 1.736  0.0005
H -0.225 -2.297 2.991  0.0017
H -1.239 -3.846 4.656  0.0000
H -2.161 -6.019 3.912  0.0000
H -2.124 -6.623 1.514  0.0001
H -1.103 -5.108 -0.130  0.0001
H -1.368 -1.311 -1.774  0.0032
H -1.807 -2.046 -4.128  0.0000
H -0.814 -4.144 -4.962  0.0000
H 0.606 -5.535 -3.481  0.0000
H 1.078 -4.781 -1.169  0.0000
H 4.116 -4.891 -0.091  0.0000
H 4.724 -6.454 -1.919  0.0000
H 4.428 -5.769 -4.276  0.0000
H 3.539 -3.527 -4.824  0.0000
H 2.926 -1.958 -2.995  0.0000
H 5.686 -1.421 -0.201  0.0000
H 7.506 -1.566 1.481  0.0000
H 7.096 -2.674 3.650  0.0000
H 4.870 -3.618 4.172  0.0000
H 3.039 -3.475 2.481  0.0000
H 3.267 3.274 0.031  0.0001
H 4.630 4.822 -1.320  0.0000
H 5.817 3.994 -3.332  0.0002
H 5.694 1.599 -3.944  0.0000
H 4.348 0.035 -2.562  0.0002
H 1.324 -0.270 2.077  0.0114
H 1.993 -0.165 4.470  0.0009
H 4.184 0.804 5.095  -0.0001
H 5.706 1.663 3.346  0.0001
H 5.049 1.557 0.971  0.0001
O -2.984 -0.818 -0.416  0.0132
C -3.847 -1.193 0.385  0.0020
C -4.880 -2.222 -0.001  0.0003
C -4.703 -3.542 0.775  0.0000
C -5.300 -3.554 2.184  0.0000
C -4.726 -2.518 3.151  0.0000
C -4.882 -1.082 2.661  0.0001
N -3.904 -0.707 1.641  -0.0015
H -4.758 -2.399 -1.067  0.0000
H -5.886 -1.820 0.166  0.0002
H -3.635 -3.783 0.823  0.0000
H -5.185 -4.334 0.201  0.0000
H -5.141 -4.548 2.608  0.0000
H -6.384 -3.407 2.114  0.0000
H -3.664 -2.714 3.328  0.0000
H -5.241 -2.616 4.110  0.0000
H -4.752 -0.383 3.486  0.0001
H -5.891 -0.935 2.269  0.0000
H -3.125 -0.132 1.924  0.0051
S -0.938 1.425 2.585  1.5130

# C3H12N2O

A cluster of 2 separate species, C3H12N2O in total at a distorted geometry (ωB97M-V with the def2-TZVPD basis set, OMol25).

## Properties
LUMO level = 0.02943 Ha
E_HOMO = -8.8822 eV
Kohn-Sham gap = 9.68 eV
Energy above the lowest of the compared OMol25 structures with the same formula, charge and spin = 10.4 kcal/mol
SMILES = CCN.NCO

Each line ends with the Mulliken charge.
Element x y z (Å)
C 1.328 -2.029 1.835  -1.2060
C 0.559 -0.932 1.107  -0.3266
N 0.816 -0.903 -0.336  -0.5848
H 1.197 -2.040 2.915  0.3682
H 0.995 -3.002 1.465  0.3113
H 2.392 -2.002 1.591  0.3185
H -0.504 -1.046 1.311  0.3086
H 0.833 0.045 1.511  0.3194
H 0.629 -1.798 -0.752  0.2508
H 1.735 -0.561 -0.539  0.2596
N -2.071 2.642 -1.517  -0.6871
C -0.906 1.919 -1.054  -0.1987
O -0.968 0.557 -1.340  -0.6326
H -2.081 2.571 -2.521  0.2517
H -2.914 2.136 -1.237  0.2470
H -0.038 2.351 -1.576  0.2712
H -0.782 2.124 0.019  0.2530
H -0.222 -0.030 -0.882  0.4763